Record 1
# C6H8BrFO3

The molecule C6H8BrFO3 in a non-equilibrium geometry (ωB97M-V/def2-TZVPD, the Open Molecules 2025 dataset).

ORCA input file:
```
! RIJCOSX wB97M-V def2-TZVPD def2/J DEFGRID3
* xyz 0 1
C -2.69247 1.24153 -0.24349
C -0.47198 1.86443 0.41996
C 0.06944 0.69639 -0.34127
C -2.49348 -0.02285 0.39110
C 2.82376 -1.51566 0.12137
C 1.42444 -1.24257 -0.40518
O -3.58969 1.44664 -1.03117
O -1.74578 2.23291 -0.05418
O 0.87959 -0.11914 0.28193
F -1.93876 -0.19423 1.61492
Br -3.53505 -1.47198 -0.17737
H -0.46923 1.63160 1.49436
H 0.14286 2.76411 0.26409
H -0.11152 0.60704 -1.40559
H 3.22948 -2.39639 -0.36847
H 3.48212 -0.67227 -0.07248
H 2.79264 -1.69027 1.19302
H 0.77401 -2.10126 -0.19648
H 1.42962 -1.05801 -1.48507
*
```

Results
HOMO-LUMO gap (spin up / spin down)	8.79 / 6.27	eV
lowest unoccupied orbital energy (spin up / spin down)	0.33 / -1.07	eV

What are the Löwdin partial charges on each atom? They are as follows, in elementary charge units:
1 C -0.558
2 C -0.168
3 C -0.096
4 C -0.652
5 C -0.061
6 C -0.218
7 O 0.082
8 O 0.001
9 O -0.052
10 F -0.010
11 Br 0.825
12 H 0.132
13 H 0.140
14 H 0.141
15 H 0.079
16 H 0.079
17 H 0.080
18 H 0.132
19 H 0.125



Record 2
# C6H8BrN2S

The ion C6H8BrN2S with charge +1 in a non-equilibrium geometry (ωB97M-V/def2-TZVPD, the Open Molecules 2025 dataset).

ORCA input file:
```
! RIJCOSX wB97M-V def2-TZVPD def2/J DEFGRID3
* xyz 1 1
N 0.69890 1.18563 1.19816
C 0.59064 0.30226 0.05818
C -0.54079 -0.59193 0.10029
S -0.46408 -2.29240 0.20912
N -2.06661 -2.53586 0.01654
C -2.74385 -1.44329 -0.11147
C -1.97783 -0.29233 -0.10538
Br -2.30978 1.55630 -0.16074
C 1.22716 0.67122 -1.22872
C 2.05167 -0.26604 -0.38426
H 1.56024 1.67160 0.93933
H 0.69918 0.86136 2.19127
H -0.06030 1.95224 1.15933
H -3.86162 -1.41332 -0.27513
H 1.60751 1.68167 -1.38070
H 0.75095 0.17606 -2.04234
H 1.99150 -1.29905 -0.49585
H 2.84711 0.07587 0.31235
*
```

Results
HOMO-LUMO gap	9.20	eV
lowest unoccupied orbital energy	-3.75	eV
structure (SMILES)	[NH3+]C1(c2sncc2Br)CC1
ΔE to the lowest compared entry with this formula, charge and spin	0.000	eV

What are the Löwdin partial charges on each atom? They are as follows, in elementary charge units:
1 N 0.218
2 C -0.516
3 C -0.513
4 S 1.098
5 N -0.279
6 C -0.288
7 C -0.659
8 Br 0.844
9 C -0.038
10 C 0.009
11 H 0.163
12 H 0.209
13 H 0.145
14 H 0.152
15 H 0.135
16 H 0.129
17 H 0.062
18 H 0.129



Record 3
# C6H8BrO6Pd2

A structure of composition C6H8BrO6Pd2 in a non-equilibrium geometry (ωB97M-V/def2-TZVPD, the Open Molecules 2025 dataset).

ORCA input file:
```
! RIJCOSX wB97M-V def2-TZVPD def2/J DEFGRID3
* xyz 3 5
Pd 2.71242 -0.59838 -1.23557
Pd 2.23553 -0.18676 2.55607
Br 2.06000 -0.40331 0.64242
C 0.66495 1.73250 0.29485
C -0.09638 1.49403 -1.04223
O -1.15095 2.43183 -0.88514
C -1.26603 2.93221 0.39718
O -2.20850 3.61561 0.75553
O -0.26655 2.46021 1.11255
H 1.56620 2.31523 0.10437
H 0.83646 0.75320 0.74167
H -0.44955 0.46297 -1.05870
H 0.59412 1.59723 -1.87929
C -0.37047 -0.88321 0.07774
C 0.18813 -2.06146 -0.68137
O -0.75293 -3.07015 -0.40053
C -1.59768 -2.73293 0.53437
O -2.42820 -3.49044 0.99589
O -1.37282 -1.55200 0.87900
H -0.84924 -0.07270 -0.47175
H 0.44911 -0.50320 0.68764
H 1.18281 -2.39215 -0.38247
H 0.31958 -1.84835 -1.74223
*
```

Results
HOMO-LUMO gap (spin up / spin down)	8.20 / 3.81	eV
lowest unoccupied orbital energy (spin up / spin down)	-12.85 / -16.43	eV
expectation value of S²	6.019
ΔE to the lowest compared entry with this formula, charge and spin	15.037	eV

What are the Löwdin partial charges on each atom? They are as follows, in elementary charge units:
1 Pd 0.729
2 Pd 0.726
3 Br 0.891
4 C -0.175
5 C -0.097
6 O 0.132
7 C -0.459
8 O 0.291
9 O 0.147
10 H 0.164
11 H -0.105
12 H 0.046
13 H 0.157
14 C -0.152
15 C -0.120
16 O 0.209
17 C -0.438
18 O 0.595
19 O 0.233
20 H 0.093
21 H -0.118
22 H 0.088
23 H 0.163



Record 4
# C6H8CaO6

A structure of composition C6H8CaO6 in a non-equilibrium geometry (ωB97M-V/def2-TZVPD, the Open Molecules 2025 dataset).

ORCA input file:
```
! RIJCOSX wB97M-V def2-TZVPD def2/J DEFGRID3
* xyz 2 1
H 1.39857 1.09178 -0.64911
O -1.02810 3.26377 -3.56557
C -0.26977 3.08979 -2.59260
O 0.29802 4.03334 -2.00035
O -0.15789 1.80358 -2.12606
Ca -0.53565 5.49733 -3.60649
C 0.15120 1.62459 -0.83680
C 0.23288 0.27521 -0.33818
C 0.06329 0.03534 1.10993
C 0.48385 -1.32390 1.63927
O -0.38013 -2.32256 1.10582
C -0.16410 -3.56807 1.51062
O 0.66704 -3.91078 2.31412
O -1.04348 -4.36039 0.91747
H -0.13786 2.43672 -0.15311
H -0.02490 -0.52750 -1.04085
H -1.03880 0.15420 1.22045
H 0.53046 0.82295 1.71582
H 0.40901 -1.31742 2.73311
H 1.52120 -1.54660 1.35777
H -0.97486 -5.25138 1.28473
*
```

Results
HOMO-LUMO gap	6.85	eV
lowest unoccupied orbital energy	-8.59	eV

What are the Löwdin partial charges on each atom? They are as follows, in elementary charge units:
1 H 0.299
2 O -0.064
3 C -0.727
4 O -0.088
5 O 0.124
6 Ca 1.832
7 C -0.075
8 C 0.067
9 C -0.122
10 C -0.144
11 O 0.036
12 C -0.627
13 O 0.151
14 O 0.178
15 H 0.190
16 H 0.185
17 H 0.176
18 H 0.154
19 H 0.153
20 H 0.151
21 H 0.152



Record 5
# C6H8Cl16

A cluster of 6 separate species, C6H8Cl16 in total in a non-equilibrium geometry (ωB97M-V/def2-TZVPD, the Open Molecules 2025 dataset).

ORCA input file:
```
! RIJCOSX wB97M-V def2-TZVPD def2/J DEFGRID3
* xyz 0 1
Cl -3.39749 17.72834 -8.02594
C -2.00214 17.05982 -7.14441
Cl -0.56697 16.99487 -8.19739
Cl -2.22566 15.47527 -6.43650
H -1.71301 17.77790 -6.37704
Cl 1.68079 15.81037 -5.97455
C 2.08668 17.14097 -4.86150
Cl 1.75680 16.71964 -3.16762
Cl 1.24230 18.56498 -5.23708
H 3.15459 17.33422 -4.96315
Cl 1.57890 14.43230 -11.08266
C 1.77596 14.15922 -9.31875
Cl 3.52854 13.89766 -8.95367
Cl 0.97413 12.66950 -8.86019
H 1.38712 15.00652 -8.75396
Cl 1.92070 7.57835 -8.29960
C 1.90982 9.32343 -8.04611
Cl 3.54334 10.01424 -8.50125
Cl 1.57886 9.76716 -6.35047
H 1.14403 9.70815 -8.71966
Cl 7.83151 16.72587 -8.91720
C 6.61032 15.49791 -8.59874
Cl 6.50297 15.15874 -6.89081
H 5.68972 15.90564 -9.01630
H 6.80231 14.54412 -9.09020
Cl -1.14471 16.91927 -14.33855
C -0.67124 15.94539 -12.89652
Cl -2.07583 15.73561 -11.83835
H -0.41311 14.91077 -13.12244
H 0.08331 16.44366 -12.28784
*
```

Results
HOMO-LUMO gap	11.21	eV
lowest unoccupied orbital energy	0.22	eV
structure (SMILES)	ClC(Cl)Cl.ClC(Cl)Cl.ClC(Cl)Cl.ClC(Cl)Cl.ClCCl.ClCCl
ΔE to the lowest compared entry with this formula, charge and spin	0.699	eV

What are the Löwdin partial charges on each atom? They are as follows, in elementary charge units:
1 Cl 0.532
2 C -1.532
3 Cl 0.476
4 Cl 0.547
5 H -0.002
6 Cl 0.509
7 C -1.570
8 Cl 0.524
9 Cl 0.581
10 H 0.019
11 Cl 0.557
12 C -1.460
13 Cl 0.502
14 Cl 0.543
15 H -0.049
16 Cl 0.528
17 C -1.507
18 Cl 0.449
19 Cl 0.504
20 H -0.009
21 Cl 0.513
22 C -1.101
23 Cl 0.512
24 H -0.003
25 H 0.027
26 Cl 0.482
27 C -1.046
28 Cl 0.481
29 H 0.001
30 H -0.009



Record 6
# C6H8Cl2FN2

A cluster of 2 separate species, C6H8Cl2FN2 in total in a non-equilibrium geometry (ωB97M-V/def2-TZVPD, the Open Molecules 2025 dataset).

ORCA input file:
```
! RIJCOSX wB97M-V def2-TZVPD def2/J DEFGRID3
* xyz 1 1
C 2.04222 -0.96682 -0.05524
C 2.15499 0.31753 0.43923
C 0.96183 -1.82109 0.09013
C -1.12317 -1.79651 1.17679
C 3.46323 0.91760 0.33874
C -3.34439 0.23408 -0.87103
N -0.04138 -1.42940 0.82665
N -1.93931 -2.38276 1.79846
F -2.35974 -0.14708 0.10122
Cl 0.85051 1.04292 1.26180
Cl 1.10628 -3.38948 -0.48386
H 2.97508 -1.37953 -0.56485
H 3.50168 1.76449 -0.30478
H 3.66440 1.52575 1.21796
H 4.26209 0.25229 -0.17487
H -4.24985 0.04096 -0.33219
H -3.28140 1.24354 -0.95142
H -3.32661 -0.27751 -1.77032
H -2.95883 -2.30280 2.20960
*
```

Results
HOMO-LUMO gap	8.27	eV
lowest unoccupied orbital energy	-5.52	eV
ΔE to the lowest compared entry with this formula, charge and spin	2.111	eV

What are the Löwdin partial charges on each atom? They are as follows, in elementary charge units:
1 C -0.143
2 C -0.624
3 C -0.695
4 C -0.279
5 C -0.085
6 C 0.014
7 N 0.057
8 N 0.276
9 F -0.154
10 Cl 0.868
11 Cl 0.880
12 H 0.142
13 H 0.093
14 H 0.104
15 H 0.144
16 H 0.085
17 H 0.054
18 H 0.069
19 H 0.196